No. 1
Molecular formula: C29H42N3O26
Method: DFT, ωB97M-V/def2-TZVPD

Output
total charge	+1
E_HOMO	-12.4	eV
LUMO energy	-1.982	eV
orbital gap	10.37	eV
total energy	-88454.63753	eV

Geometry as XYZ:
```
100
C29H42N3O26 (ωB97M-V/def2-TZVPD)
N -3.342 2.916 4.228
C -2.563 1.834 4.145
N -2.630 0.781 4.974
C -2.303 -0.351 4.066
C -1.141 0.264 3.307
N -1.657 1.656 3.181
C -0.879 2.772 2.650
C 0.501 3.000 3.239
O 0.880 4.077 3.589
O 1.247 1.888 3.240
H -3.658 3.240 5.137
H -3.654 3.384 3.398
H -3.504 0.659 5.473
H -3.113 -0.423 3.341
H -2.121 -1.284 4.575
H -1.001 -0.181 2.329
H -0.229 0.236 3.892
H -1.412 3.697 2.827
H -0.795 2.645 1.571
H 1.963 2.015 3.878
C 3.198 0.424 1.241
C 4.534 1.145 1.104
O 5.261 0.254 0.227
C 4.356 -0.469 -0.463
O 4.606 -1.196 -1.374
O 3.113 -0.277 0.010
H 2.331 1.069 1.321
H 3.178 -0.304 2.055
H 4.437 2.111 0.606
H 5.072 1.274 2.038
C -3.296 7.035 5.728
C -4.785 7.325 5.818
O -5.337 6.001 5.923
C -4.397 5.181 6.412
O -4.573 4.041 6.730
O -3.195 5.790 6.440
H -2.668 7.783 6.201
H -2.961 6.875 4.702
H -5.050 7.881 6.717
H -5.193 7.827 4.947
C 1.285 -3.934 -0.162
C 2.705 -3.445 0.047
O 2.708 -3.135 1.453
C 1.744 -3.866 2.055
O 1.598 -3.941 3.235
O 0.968 -4.470 1.138
H 1.192 -4.691 -0.931
H 0.591 -3.117 -0.373
H 3.454 -4.213 -0.146
H 2.946 -2.563 -0.528
C 4.706 2.034 -3.976
C 3.990 0.705 -3.823
O 2.669 1.031 -4.275
C 2.744 2.110 -5.096
O 1.837 2.519 -5.743
O 3.983 2.641 -5.057
H 5.757 1.939 -4.232
H 4.605 2.671 -3.096
H 4.418 -0.072 -4.457
H 3.925 0.330 -2.812
C 1.962 -2.547 -6.063
C 1.020 -1.746 -5.183
O 0.778 -2.666 -4.102
C 1.792 -3.564 -4.055
O 1.918 -4.368 -3.185
O 2.603 -3.420 -5.113
H 2.707 -1.938 -6.568
H 1.408 -3.144 -6.785
H 1.474 -0.846 -4.774
H 0.092 -1.478 -5.682
C 0.809 -1.879 -10.827
C 0.541 -3.262 -11.399
O 0.465 -4.065 -10.212
C 0.133 -3.272 -9.179
O -0.169 -3.657 -8.092
O 0.196 -1.970 -9.532
H 0.359 -1.070 -11.393
H 1.874 -1.684 -10.695
H -0.416 -3.321 -11.918
H 1.329 -3.633 -12.046
C -0.135 -0.285 -2.042
C -1.400 0.551 -2.141
O -1.768 0.707 -0.755
C -0.666 0.561 -0.004
O -0.591 0.831 1.162
O 0.356 0.097 -0.738
H 0.613 -0.052 -2.792
H -0.334 -1.355 -2.047
H -1.215 1.542 -2.555
H -2.202 0.072 -2.693
C -3.773 -2.544 7.703
C -3.882 -3.962 7.162
O -4.705 -3.781 5.997
C -4.599 -2.511 5.587
O -5.009 -2.064 4.564
O -3.932 -1.766 6.505
H -2.818 -2.322 8.170
H -4.582 -2.291 8.389
H -2.920 -4.363 6.843
H -4.357 -4.660 7.844
```

No. 2
Molecular formula: C29H42N5O2SSi3Yb
Method: DFT, ωB97M-V/def2-TZVPD

Output
expectation value of S²	0.751
E_HOMO (alpha / beta)	-8.1 / -8.1	eV
LUMO energy (alpha / beta)	0.389 / 0.368	eV
spin multiplicity	2
orbital gap (alpha / beta)	8.46 / 8.45	eV
total energy	-108303.96690	eV
energy above the lowest of the compared OMol25 structures with the same formula, charge and spin	0.000	eV

Geometry as XYZ:
```
83
C29H42N5O2SSi3Yb (ωB97M-V/def2-TZVPD)
Yb 0.120 -0.885 -1.262
C -0.336 -2.708 -3.127
C 0.517 -3.398 -2.243
C 1.783 -2.792 -2.302
C 1.719 -1.715 -3.213
C 0.408 -1.670 -3.733
H -1.372 -2.954 -3.297
H 0.233 -4.230 -1.617
H 2.656 -3.099 -1.751
H 2.537 -1.072 -3.502
H 0.062 -0.977 -4.485
N -4.147 -1.860 5.760
C -3.476 -2.027 4.562
C -2.437 -2.959 4.455
C -1.799 -3.164 3.250
C -2.184 -2.429 2.135
C -3.216 -1.506 2.222
C -3.860 -1.307 3.427
S -1.370 -2.710 0.611
O -1.453 -4.111 0.323
O -1.954 -1.751 -0.364
N 0.099 -2.119 0.618
C 1.269 -2.638 1.084
N 2.316 -2.003 0.531
C 3.521 -2.382 0.929
C 3.698 -3.398 1.856
C 2.548 -3.990 2.348
N 1.323 -3.622 1.981
H -3.660 -2.143 6.593
H -4.652 -0.997 5.870
H -2.137 -3.526 5.328
H -0.992 -3.881 3.168
H -3.506 -0.941 1.347
H -4.667 -0.588 3.497
H 4.363 -1.858 0.487
H 4.680 -3.710 2.180
H 2.605 -4.795 3.073
C 0.685 3.320 2.075
Si 0.927 1.554 1.435
C -0.228 0.499 2.497
C 2.680 1.121 1.976
C 0.630 1.394 -0.409
Si 2.094 1.972 -1.393
C 3.547 0.761 -1.325
C 1.671 2.169 -3.226
C 2.835 3.625 -0.858
Si -0.871 2.356 -0.835
C -0.713 4.226 -1.010
C -2.341 2.018 0.298
C -1.584 1.734 -2.481
C -2.219 2.537 -3.424
C -2.920 1.964 -4.468
C -2.994 0.583 -4.537
C -2.318 -0.160 -3.589
N -1.606 0.386 -2.594
H 0.982 3.336 3.128
H -0.358 3.642 2.036
H 1.289 4.059 1.547
H -0.617 1.096 3.327
H 0.288 -0.364 2.922
H -1.087 0.123 1.943
H 2.690 1.120 3.070
H 3.421 1.852 1.647
H 2.998 0.137 1.637
H 3.259 -0.289 -1.405
H 4.100 0.875 -0.391
H 4.235 0.982 -2.147
H 1.247 1.259 -3.665
H 2.588 2.398 -3.776
H 0.962 2.977 -3.418
H 3.228 3.597 0.159
H 2.117 4.445 -0.914
H 3.668 3.871 -1.524
H -0.306 4.678 -0.106
H -1.698 4.671 -1.185
H -0.067 4.512 -1.842
H -2.171 2.330 1.330
H -2.592 0.955 0.304
H -3.208 2.565 -0.083
H -2.167 3.613 -3.322
H -3.417 2.581 -5.206
H -3.552 0.079 -5.314
H -2.342 -1.239 -3.622
```

No. 3
Molecular formula: C29H43Br3O21
Method: DFT, ωB97M-V/def2-TZVPD

Output
E_HOMO	-10.2	eV
LUMO energy	-0.518	eV
orbital gap	9.64	eV
total energy	-283897.50810	eV

Geometry as XYZ:
```
96
C29H43Br3O21 (ωB97M-V/def2-TZVPD)
C 12.524 2.446 25.969
C 12.507 3.970 25.997
C 12.083 4.503 27.375
O 13.040 5.533 27.650
C 14.073 5.420 26.810
O 15.079 6.056 26.841
O 13.841 4.464 25.878
H 11.530 2.088 26.236
H 13.301 2.083 26.636
H 12.736 2.135 24.946
H 11.840 4.395 25.246
H 12.093 3.726 28.143
H 11.100 4.965 27.427
C 6.987 10.307 34.748
C 6.367 11.094 33.611
C 6.978 10.822 32.239
O 5.841 10.774 31.360
C 4.757 10.485 32.095
O 3.710 10.118 31.638
O 4.994 10.678 33.396
H 7.791 10.909 35.184
H 7.477 9.407 34.377
H 6.295 10.121 35.565
H 6.380 12.164 33.818
H 7.515 9.872 32.184
H 7.589 11.638 31.858
C 5.913 9.372 28.354
C 4.870 8.512 29.064
C 3.467 9.108 28.991
O 2.816 8.265 28.010
C 3.512 7.132 27.856
O 3.097 6.124 27.369
O 4.723 7.234 28.447
H 5.783 9.570 27.292
H 6.893 8.969 28.618
H 5.857 10.338 28.861
H 5.192 8.397 30.093
H 3.458 10.117 28.584
H 2.939 9.105 29.932
C 12.363 10.307 26.928
C 13.239 9.592 27.927
C 14.721 9.569 27.510
O 15.426 9.955 28.688
C 14.552 10.469 29.576
O 14.865 10.999 30.597
O 13.285 10.308 29.159
H 12.374 9.824 25.951
H 12.640 11.358 26.820
H 11.324 10.348 27.267
H 12.856 8.574 28.029
H 14.904 10.250 26.676
H 15.025 8.572 27.207
C 10.283 14.293 29.980
C 9.384 13.860 28.831
C 9.334 12.327 28.623
O 7.983 11.978 28.939
C 7.237 13.082 29.144
O 6.050 13.114 29.174
O 8.047 14.152 29.309
H 11.316 14.458 29.669
H 10.228 13.565 30.791
H 9.929 15.217 30.437
H 9.524 14.401 27.898
H 9.914 11.828 29.396
H 9.584 12.062 27.599
C 2.294 5.797 33.082
C 3.140 7.029 33.196
C 3.991 7.159 34.484
O 5.279 7.500 34.006
C 5.336 7.368 32.673
O 6.303 7.630 32.014
O 4.161 6.984 32.181
H 2.928 4.911 33.198
H 1.907 5.712 32.066
H 1.493 5.696 33.811
H 2.575 7.946 33.016
H 4.018 6.200 35.005
H 3.572 7.920 35.138
C 11.895 11.244 31.848
C 11.333 11.320 33.240
C 12.257 12.054 34.212
O 11.362 12.921 34.915
C 10.139 12.907 34.351
O 9.186 13.490 34.767
O 10.116 12.116 33.262
H 12.348 12.150 31.449
H 11.164 10.836 31.151
H 12.742 10.552 31.860
H 10.962 10.385 33.661
H 13.039 12.599 33.685
H 12.732 11.357 34.899
C 9.378 7.634 30.331
Br 9.762 8.870 28.894
Br 9.741 8.383 32.085
Br 10.292 5.944 30.102
H 8.322 7.393 30.312
```

> Look up the total energy of the second one.

-108303.96690 eV

> The highest total energy belongs to which entry?

C29H42N3O26